ORCA calculation (ωB97M-V/def2-TZVPD) on a cluster of 9 separate species, C64H144F2N9O4S2 in total at a distorted geometry.

The geometry in XYZ format:
```
225
C64H144F2N9O4S2 ωB97M-V/def2-TZVPD
C -10.7280 -1.2491 0.4033
C -10.3844 -0.6020 -0.9890
C -9.9839 -1.6943 -2.0389
N -10.0195 -1.3264 -3.5669
C -11.5206 -1.3959 -3.8665
C -9.2833 -0.1005 -4.1143
C -8.1946 -0.5620 -5.1217
C -7.8818 -1.9649 -4.7433
C -9.2337 -2.4814 -4.3480
H -10.6653 -0.5920 1.2707
H -10.0321 -2.0670 0.5904
H -11.7407 -1.6299 0.2707
H -9.5845 0.1382 -1.0079
H -11.1704 0.0908 -1.2895
H -10.5758 -2.6073 -1.9743
H -8.9898 -2.1134 -1.8830
H -11.8449 -2.4350 -3.9225
H -11.5945 -0.9040 -4.8364
H -12.0045 -0.9300 -3.0082
H -10.0545 0.5640 -4.5041
H -8.9111 0.1670 -3.1254
H -8.6239 -0.5376 -6.1234
H -7.3133 0.0359 -4.8896
H -7.4654 -2.4640 -5.6183
H -7.1722 -2.0012 -3.9167
H -9.9041 -2.6466 -5.1914
H -9.1049 -3.3703 -3.7305
C -0.7428 7.2289 6.7457
C -1.5943 6.4770 7.7579
C -2.9649 7.0225 8.1560
N -3.9044 6.1142 9.0773
C -4.4015 4.9517 8.2294
C -5.1411 6.9356 9.6290
C -4.8546 7.3524 11.0448
C -3.5138 6.7131 11.4073
C -3.3418 5.5115 10.4075
H -0.8073 8.2913 6.9806
H -1.0830 6.9736 5.7421
H 0.3335 7.0764 6.8263
H -0.9790 6.4712 8.6576
H -1.6166 5.4991 7.2769
H -3.5259 7.0642 7.2224
H -2.9286 7.9293 8.7597
H -3.5035 4.3773 8.0023
H -4.8679 5.4385 7.3729
H -5.1045 4.2670 8.7039
H -5.9092 6.1652 9.5607
H -5.3627 7.7560 8.9464
H -5.6214 6.9459 11.7044
H -4.7095 8.4251 11.1727
H -3.4903 6.2764 12.4057
H -2.7552 7.4947 11.4491
H -3.9895 4.7260 10.7970
H -2.3864 5.0965 10.0865
C 4.7425 5.0639 -5.3916
C 6.2031 5.4705 -5.1844
C 6.9145 5.8440 -6.4965
N 8.0997 6.9022 -6.4062
C 9.2840 6.3172 -5.5397
C 7.5834 8.2376 -5.9346
C 7.1093 9.0164 -7.2028
C 8.2516 8.7732 -8.0910
C 8.5544 7.2590 -7.8937
H 4.2672 5.4226 -6.3046
H 4.1804 5.3386 -4.4990
H 4.5181 4.0035 -5.5069
H 6.7312 4.6609 -4.6807
H 6.2141 6.2280 -4.4007
H 6.2327 6.3415 -7.1862
H 7.1935 5.0137 -7.1453
H 10.1521 6.9684 -5.4378
H 9.6937 5.3288 -5.7482
H 8.8046 6.2324 -4.5645
H 8.5223 8.6488 -5.5640
H 7.1025 8.2674 -4.9569
H 6.8637 10.0434 -6.9326
H 6.2498 8.5263 -7.6602
H 9.1240 9.3985 -7.9016
H 7.9972 8.9830 -9.1300
H 9.6331 7.1144 -7.9529
H 8.1274 6.6069 -8.6557
C 10.4331 -1.0070 4.0088
C 9.5340 0.0757 4.6852
C 8.9933 0.9432 3.6678
N 7.6966 1.6618 4.0667
C 8.0483 2.5148 5.2556
C 7.1362 2.4713 2.8126
C 6.0436 1.6731 2.1629
C 5.3432 0.9785 3.3525
C 6.5090 0.7255 4.3865
H 10.3039 -0.8967 2.9321
H 10.3542 -2.0363 4.3586
H 11.4931 -0.8411 4.2013
H 10.2156 0.6753 5.2885
H 8.8763 -0.4553 5.3734
H 8.5126 0.3686 2.8760
H 9.6932 1.6706 3.2566
H 8.8699 3.1578 4.9398
H 8.3333 1.8167 6.0427
H 7.1041 2.9887 5.5239
H 6.8509 3.4459 3.2088
H 8.0310 2.7487 2.2554
H 5.4272 2.3808 1.6085
H 6.2796 0.8881 1.4443
H 4.5998 1.6678 3.7528
H 4.8568 0.0452 3.0689
H 6.1655 0.7886 5.4190
H 6.8398 -0.3090 4.2936
C -0.7820 -7.6788 8.0923
C -1.2278 -7.7559 9.5218
C -0.7547 -8.8480 10.3994
N -0.7625 -8.5564 11.9619
C -2.1779 -8.6895 12.5565
C -0.0299 -7.2574 12.2507
C 0.1662 -7.2985 13.7309
C 0.3288 -8.7374 14.0307
C 0.1745 -9.5014 12.7714
H 0.2689 -7.3907 8.0646
H -1.2759 -6.8965 7.5160
H -0.8993 -8.6257 7.5654
H -2.3133 -7.6673 9.4782
H -0.8154 -6.8490 9.9640
H 0.2779 -9.0540 10.1176
H -1.4358 -9.6921 10.2908
H -2.1520 -8.2864 13.5689
H -2.4576 -9.7423 12.5184
H -2.8910 -8.1957 11.8964
H -0.7008 -6.4762 11.8932
H 0.8690 -7.2298 11.6347
H -0.7104 -6.8576 14.2054
H 0.9930 -6.6363 13.9880
H -0.5046 -8.9485 14.7008
H 1.2294 -9.0019 14.5847
H -0.4326 -10.4066 12.7805
H 1.0642 -9.7550 12.1950
C 0.8797 -2.2955 -14.2087
C 1.4955 -1.9028 -12.8525
C 0.7019 -0.6987 -12.2310
N 1.1795 -0.1903 -10.8346
C 0.1117 0.7862 -10.2505
C 1.3331 -1.3128 -9.7327
C 2.8669 -1.6369 -9.8199
C 3.5933 -0.3449 -10.1923
C 2.5360 0.4895 -10.9809
H -0.1959 -2.3911 -14.0608
H 1.0276 -3.2737 -14.6664
H 1.0542 -1.6591 -15.0762
H 2.5816 -1.8345 -12.9144
H 1.3977 -2.8235 -12.2774
H -0.3479 -0.9625 -12.1029
H 0.6959 0.1586 -12.9041
H -0.7115 0.1500 -9.9254
H -0.1089 1.4145 -11.1134
H 0.6637 1.2429 -9.4291
H 1.1092 -0.8602 -8.7667
H 0.7224 -2.2072 -9.8554
H 3.3152 -2.0776 -8.9295
H 2.9135 -2.4293 -10.5670
H 3.9295 0.1538 -9.2832
H 4.5026 -0.6106 -10.7315
H 2.4754 1.5709 -10.8589
H 2.8645 0.5546 -12.0181
C -3.3345 8.5282 -0.4715
C -4.4117 7.4432 -0.2123
C -5.8868 7.9685 -0.2774
N -7.0809 7.0532 -0.3354
C -7.0607 6.0235 -1.4928
C -8.2777 8.0049 -0.7180
C -9.5067 7.5294 0.1977
C -8.9671 6.3147 0.9005
C -7.4643 6.3668 0.9803
H -3.3790 8.9923 -1.4567
H -2.3399 8.0858 -0.4160
H -3.3701 9.3817 0.2054
H -4.2854 7.1918 0.8408
H -4.2232 6.5443 -0.7994
H -5.9718 8.5738 -1.1799
H -6.0633 8.6253 0.5744
H -8.0556 5.8558 -1.9053
H -6.4128 5.1603 -1.3401
H -6.5520 6.6062 -2.2608
H -8.5075 7.9732 -1.7830
H -8.1364 9.0128 -0.3278
H -10.3485 7.3206 -0.4626
H -9.9160 8.3451 0.7938
H -9.3709 5.4922 0.3101
H -9.2795 6.1466 1.9312
H -7.0078 5.3814 1.0733
H -7.2005 7.1553 1.6852
C 1.7888 -9.2864 -2.6559
C 3.2781 -9.6060 -3.2360
C 3.5153 -11.1502 -3.3375
N 4.8866 -11.6447 -3.7983
C 5.2205 -11.1066 -5.1775
C 4.9562 -13.2177 -3.8381
C 6.1663 -13.6354 -3.0277
C 7.0044 -12.3903 -2.7025
C 6.0690 -11.1908 -2.7943
H 1.7234 -8.2115 -2.4872
H 1.4589 -9.7736 -1.7383
H 1.0352 -9.5390 -3.4018
H 4.0452 -9.1465 -2.6128
H 3.2543 -9.1508 -4.2261
H 2.7314 -11.6262 -3.9267
H 3.4180 -11.5944 -2.3468
H 6.1349 -11.6110 -5.4899
H 5.4357 -10.0381 -5.1625
H 4.4394 -11.3820 -5.8861
H 5.0952 -13.6570 -4.8259
H 3.9921 -13.4398 -3.3806
H 6.8009 -14.3763 -3.5139
H 5.7843 -14.1080 -2.1228
H 7.6983 -12.1994 -3.5212
H 7.3703 -12.5083 -1.6826
H 6.4553 -10.2175 -3.0968
H 5.5817 -11.0248 -1.8335
N -3.8098 0.3607 -0.7000
S -2.4922 0.2923 -1.3634
O -2.1477 -0.9045 -2.1064
O -1.3658 1.0140 -0.8185
F -2.9399 1.2877 -2.5551
S -3.3559 -0.1619 0.8096
O -3.2303 0.9191 1.7738
O -2.5621 -1.3293 1.0371
F -4.8076 -0.7530 1.2758
```

Values from the calculation:
**LUMO**: -8.2 eV
**Kohn-Sham gap**: 8.5 eV
**Energy relative to the best compared isomer or geometry (same formula, charge and spin)**: 0.0 kJ/mol
**Net charge**: +7

ORCA calculation (ωB97M-V/def2-TZVPD) on a structure of composition CH3IO3S at a distorted geometry.

The geometry in XYZ format:
```
9
CH3IO3S ωB97M-V/def2-TZVPD
C -1.1718 0.3547 0.0119
O -0.4602 -2.2367 0.3429
O 0.9986 -0.4987 0.9114
O 2.2883 0.6506 -1.4378
S 0.0117 -1.0404 -0.2767
I 2.4767 0.7744 0.3126
H -2.1185 0.1820 0.5828
H -0.5461 1.0518 0.5356
H -1.4785 0.7625 -0.9825
```

Values from the calculation:
**LUMO**: -1.6 eV
**Kohn-Sham gap**: 7.8 eV
**Energy relative to the best compared isomer or geometry (same formula, charge and spin)**: 371.2 kJ/mol
**Net charge**: 0

ORCA calculation (ωB97M-V/def2-TZVPD) on an isolated molecule of C26H33N3O3.

The geometry in XYZ format:
```
65
C26H33N3O3 ωB97M-V/def2-TZVPD
O -1.1945 2.4402 0.4592
C -0.1010 1.9007 0.5997
C 1.1198 2.6907 0.2391
C 1.8995 3.2768 1.2304
C 2.9653 4.0871 0.8831
C 3.2576 4.3179 -0.4511
C 2.4723 3.7496 -1.4394
C 1.3986 2.9465 -1.0972
N 0.0877 0.6509 1.0819
C 1.3818 0.0243 0.8693
C 1.4473 -0.7015 -0.4838
N 2.7999 -1.1684 -0.7306
C 3.0719 -2.4470 -0.0931
C 4.5430 -2.8068 -0.3010
O 4.8694 -2.8752 -1.6679
C 4.5857 -1.6510 -2.3015
C 3.1138 -1.2678 -2.1467
C -1.0583 -0.1846 1.5383
C -1.8098 -0.6935 0.2749
O -1.6798 -1.8378 -0.1148
N -2.5649 0.2476 -0.3272
C -3.3459 0.1281 -1.4803
C -3.8392 1.3081 -2.0361
C -4.6379 1.2671 -3.1616
C -4.9572 0.0516 -3.7455
C -4.4694 -1.1203 -3.1938
C -3.6676 -1.0920 -2.0667
C -0.5708 -1.4139 2.3241
C -1.7326 -2.2330 2.8896
C -2.6275 -1.3938 3.7896
C -3.1256 -0.1842 3.0113
C -1.9467 0.6340 2.4937
H 1.6659 3.0970 2.2700
H 3.5679 4.5408 1.6558
H 4.0925 4.9478 -0.7196
H 2.6911 3.9374 -2.4801
H 0.7709 2.5176 -1.8650
H 2.1545 0.7935 0.8702
H 1.6019 -0.6593 1.6850
H 0.7131 -1.5199 -0.5211
H 1.1841 0.0184 -1.2633
H 2.4379 -3.2466 -0.5153
H 2.8715 -2.3683 0.9762
H 5.1691 -2.0488 0.1941
H 4.7624 -3.7908 0.1167
H 5.2089 -0.8539 -1.8683
H 4.8415 -1.7834 -3.3540
H 2.4872 -2.0245 -2.6498
H 2.9428 -0.2966 -2.6156
H -2.4286 1.2077 -0.0069
H -3.5854 2.2537 -1.5780
H -5.0135 2.1872 -3.5847
H -5.5828 0.0200 -4.6250
H -4.7149 -2.0712 -3.6435
H -3.2869 -2.0062 -1.6434
H 0.0003 -2.0717 1.6698
H 0.0610 -1.0801 3.1506
H -2.3184 -2.6371 2.0639
H -1.3206 -3.0758 3.4486
H -3.4694 -1.9921 4.1417
H -2.0641 -1.0585 4.6642
H -3.7390 -0.5173 2.1713
H -3.7457 0.4484 3.6492
H -2.3185 1.5407 2.0230
H -1.3216 0.9412 3.3372
```

Values from the calculation:
**SMILES**: O=C(c1ccccc1)N(CCN1CCOCC1)C1(C(=O)Nc2ccccc2)CCCCC1
**LUMO**: 0.7 eV
**Kohn-Sham gap**: 9.0 eV
**Energy relative to the best compared isomer or geometry (same formula, charge and spin)**: 96.9 kJ/mol
**Net charge**: 0

ORCA calculation (ωB97M-V/def2-TZVPD) on the ion C6H10N7O with charge +1 at a distorted geometry.

The geometry in XYZ format:
```
24
C6H10N7O ωB97M-V/def2-TZVPD
C 2.9169 1.0542 0.9675
C 3.1022 0.2324 -0.1030
C 1.6562 1.1537 1.5765
C 0.8278 -0.5224 0.1529
C -1.8043 0.8604 -0.7030
C -1.3594 -1.2315 0.3653
N 0.6817 0.3345 1.1919
N -0.0479 -1.4152 -0.1335
N 2.0363 -0.6003 -0.5098
N -2.4289 2.0067 -0.6438
N -2.0402 -2.3204 0.7428
N -2.0527 -0.0826 0.2820
N 2.1296 -1.3653 -1.5990
O -0.9789 0.6346 -1.5814
H 3.8196 1.6731 1.2152
H 4.1225 0.1232 -0.5889
H 1.4310 1.7787 2.3152
H -2.9113 2.4261 0.1858
H -2.3280 2.6204 -1.4172
H -2.8428 -2.3180 1.3388
H -1.7525 -3.3297 0.5997
H -2.9360 -0.1118 0.7908
H 1.1992 -1.7627 -1.7768
H 2.5287 -0.9607 -2.3503
```

Values from the calculation:
**LUMO (spin up / spin down)**: -3.6 / -6.3 eV
**Kohn-Sham gap (spin up / spin down)**: 5.5 / 6.4 eV
**Spin multiplicity**: 3
**Net charge**: +1
**<S²>**: 2.02